C19H43O2P3Sn as an isolated structure in a non-equilibrium geometry. Source: the Open Molecules 2025 dataset; level of theory: ωB97M-V/def2-TZVPD.

The geometry in ORCA input format:
```
! wB97M-V def2-TZVPD RIJCOSX def2/J DEFGRID3
* xyz 4 1
Sn -0.1857 0.0751 -0.6640
P 1.7541 0.9487 0.9749
P -1.2406 2.2481 -1.6008
P 1.7028 -0.5560 -2.3164
H -1.8333 -1.9485 0.1019
C -0.8115 -2.2028 -0.2140
C 0.1560 -2.4482 0.7706
H -0.1389 -2.4163 1.8228
C 1.1937 1.2645 2.6723
C 2.5025 2.5347 0.4738
C 3.1745 -0.1771 1.2091
C -2.6468 1.8046 -2.6548
C -1.9978 3.3484 -0.3938
C -0.1354 3.2081 -2.6686
C 2.4718 -2.1674 -1.9622
C 3.0466 0.6018 -2.6724
C 0.9570 -0.8497 -3.9302
H -0.7662 -2.6451 -1.2165
H 1.1213 -2.9040 0.5545
H 0.7121 0.3719 3.0939
H 0.4863 2.1054 2.6798
H 2.0647 1.5301 3.2847
H 1.7357 3.3232 0.4932
H 2.9463 2.4724 -0.5300
H 3.2872 2.7786 1.2041
H 2.8261 -1.1083 1.6819
H 3.8867 0.3286 1.8785
H 3.6754 -0.4099 0.2562
H -2.9996 2.6877 -3.2066
H -3.4850 1.3638 -2.0955
H -2.2331 1.0587 -3.3342
H -2.5045 4.1351 -0.9701
H -1.2323 3.7832 0.2625
H -2.7362 2.7913 0.2019
H -0.7322 4.0472 -3.0491
H 0.2466 2.6287 -3.5226
H 0.7182 3.5955 -2.0962
H 3.0045 -2.4952 -2.8658
H 1.7170 -2.9225 -1.7081
H 3.1851 -2.0939 -1.1337
H 3.5688 0.2140 -3.5571
H 3.7589 0.6750 -1.8410
H 2.6613 1.6042 -2.9042
H 1.7378 -1.2254 -4.6052
H 0.4932 0.0373 -4.3775
H 0.1736 -1.6058 -3.8201
C -2.0474 -1.2155 -5.9246
C -3.2757 -1.1100 -6.6230
C -3.7071 -2.2359 -7.3257
C -2.9770 -3.4333 -7.2747
C -1.7428 -3.4882 -6.6212
C -1.2221 -2.3428 -6.0138
O -1.6661 -0.2666 -5.0050
H -2.4484 0.2612 -4.7100
H -3.8673 -0.1900 -6.5756
H -4.6172 -2.1626 -7.9207
H -3.3752 -4.3357 -7.7439
H -1.1784 -4.4197 -6.5602
H -0.2351 -2.3593 -5.5442
C -1.6955 -0.7191 3.8866
C -2.3861 -0.4558 2.5661
O -1.7013 0.5040 1.7302
H -0.6741 -1.0933 3.7411
H -2.2720 -1.4702 4.4353
H -1.6684 0.1797 4.5134
H -2.4645 -1.3683 1.9643
H -3.4052 -0.0797 2.7309
H -1.7839 1.3818 2.1428
*
```

Output
- Kohn-Sham gap (spin up / spin down): 7.706 / 4.985 eV
- M: 515.18 g mol⁻¹
- F_max: 0.044 hartree/bohr